[1]
# H5NS3Si

2 unconnected molecules or ions with the total composition H5NS3Si (ωB97M-V/def2-TZVPD, OMol25).

The geometry in XYZ format:
```
10
Properties=species:S:1:pos:R:3:forces:R:3
N -1.219 0.328 1.556 0.48 -1.14 0.16
Si -0.401 -0.166 0.128 0.23 0.24 -1.03
S 2.868 -0.128 -0.552 -2.89 -1.03 -1.63
S -1.019 1.543 -1.027 -0.87 -0.42 1.30
S -0.830 -2.204 -0.756 1.42 1.67 -0.79
H -1.352 1.360 1.631 0.13 -1.55 0.45
H -1.400 -0.314 2.357 0.19 1.40 -0.81
H 3.459 0.355 0.460 0.82 0.94 1.99
H -0.090 1.248 -1.844 1.64 -0.09 -1.71
H -0.015 -2.021 -1.953 -1.14 -0.03 2.07
```
Positions in Å, forces in eV/Å.

Summary:
Strongest force on any atom (Eh/bohr): 0.068
Gap between HOMO and LUMO (spin up / spin down) (eV): 6.515 / 6.502
2S+1: 1
HOMO (spin up / spin down) (eV): -8.22 / -8.22
E (hartree): -1541.79594
LUMO level (spin up / spin down) (eV): -1.71 / -1.72
ΔE to the lowest compared entry with this formula, charge and spin (kJ/mol): 299.0
Net charge: 0

***

[2]
# H5O2

A molecular structure, H5O2 (ωB97M-V/def2-TZVPD, OMol25).

The geometry in XYZ format:
```
7
Properties=species:S:1:pos:R:3:forces:R:3
O -0.752 0.923 0.169 -0.27 -0.88 0.30
H -0.507 1.426 0.952 -0.07 0.34 -0.02
H -0.932 1.492 -0.587 0.04 0.19 -0.06
O 0.764 -0.931 -0.164 -1.59 0.30 0.16
H 0.858 -1.288 0.721 0.73 -0.60 0.74
H 0.376 -1.651 -0.680 0.23 -0.49 -0.47
H -0.150 -0.214 0.033 0.94 1.15 -0.66
```
Positions in Å, forces in eV/Å.

Summary:
Strongest force on any atom (Eh/bohr): 0.032
Gap between HOMO and LUMO (eV): 14.653
2S+1: 1
HOMO (eV): -19.08
E (hartree): -153.18026
LUMO level (eV): -4.43
ΔE to the lowest compared entry with this formula, charge and spin (kJ/mol): 26.5
Net charge: +1

***

[3]
# H5O2PSSi

2 unconnected molecules or ions with the total composition H5O2PSSi (ωB97M-V/def2-TZVPD, OMol25).

The geometry in XYZ format:
```
10
Properties=species:S:1:pos:R:3:forces:R:3
O 0.337 -1.216 -2.720 -1.23 -0.70 -0.47
O -1.677 1.605 1.647 0.07 -2.79 0.08
Si -0.724 0.199 2.003 -1.06 2.15 -2.00
P 1.429 -0.813 -3.839 -2.00 0.49 -1.61
S 3.148 -0.980 -3.026 2.96 -0.22 1.14
H 0.483 -0.920 -1.836 0.26 0.44 0.96
H -1.437 2.515 1.665 0.64 0.60 0.15
H 0.419 0.247 0.930 -0.67 -0.32 1.20
H -0.406 0.400 3.401 0.61 -0.38 0.42
H -1.573 -1.037 1.774 0.42 0.72 0.13
```
Positions in Å, forces in eV/Å.

Summary:
Strongest force on any atom (Eh/bohr): 0.062
Gap between HOMO and LUMO (spin up / spin down) (eV): 7.585 / 7.036
⟨S²⟩: 2.009
2S+1: 3
HOMO (spin up / spin down) (eV): -7.04 / -10.29
E (hartree): -1182.44166
LUMO level (spin up / spin down) (eV): 0.55 / -3.25
ΔE to the lowest compared entry with this formula, charge and spin (kJ/mol): 0.0
Net charge: 0

***

[4]
# H5O3

3 unconnected molecules or ions with the total composition H5O3 (ωB97M-V/def2-TZVPD, OMol25).

The geometry in XYZ format:
```
8
Properties=species:S:1:pos:R:3:forces:R:3
O 1.337 1.655 1.106 -2.45 -1.15 1.75
H 1.933 0.954 0.933 1.88 -0.72 -0.97
O -1.722 -0.959 -1.220 1.94 -0.69 -2.90
H -2.038 -0.893 -0.365 -1.20 0.23 2.58
H -0.601 -0.897 -0.871 -2.23 1.09 0.39
O 0.295 -0.545 0.038 1.00 -1.38 -0.78
H 0.647 0.901 1.310 0.66 2.19 -0.97
H 0.787 -1.269 -0.397 0.40 0.43 0.90
```
Positions in Å, forces in eV/Å.

Summary:
Strongest force on any atom (Eh/bohr): 0.069
Gap between HOMO and LUMO (eV): 8.900
2S+1: 1
HOMO (eV): -3.88
E (hartree): -228.70515
LUMO level (eV): 5.02
ΔE to the lowest compared entry with this formula, charge and spin (kJ/mol): 120.2
Net charge: -1

***

- The highest ΔE to the lowest compared entry with this formula, charge and spin belongs to which entry?
  H5NS3Si

***

- Which formula does entry 3 have?
  H5O2PSSi